{
  "formula": "C54H119N5O8",
  "method": "ωB97M-V/def2-TZVPD",
  "homo_energy_ha": -0.2962,
  "homo_lumo_gap_ha": 0.30776,
  "smiles": "CC1(C)CCCC(C)(C)N1O.CC1(C)CCCC(C)(C)N1O.CC1(C)CCCC(C)(C)N1O.CC1(C)CCCC(C)(C)N1O.CC1(C)CCCC(C)(C)N1O.CC(C)O.CC(C)O.CC(C)O",
  "max_force_ev_per_a": 2.6,
  "relative_energy_kcal_mol": 33.0,
  "lumo_energy_ev": 0.3,
  "species": ["C", "C", "C", "C", "C", "C", "C", "C", "C", "N", "O", "H", "H", "H", "H", "H", "H", "H", "H", "H", "H", "H", "H", "H", "H", "H", "H", "H", "H", "H", "C", "C", "C", "C", "C", "C", "C", "C", "C", "N", "O", "H", "H", "H", "H", "H", "H", "H", "H", "H", "H", "H", "H", "H", "H", "H", "H", "H", "H", "H", "C", "C", "C", "C", "C", "C", "C", "C", "C", "N", "O", "H", "H", "H", "H", "H", "H", "H", "H", "H", "H", "H", "H", "H", "H", "H", "H", "H", "H", "H", "C", "C", "C", "C", "C", "C", "C", "C", "C", "N", "O", "H", "H", "H", "H", "H", "H", "H", "H", "H", "H", "H", "H", "H", "H", "H", "H", "H", "H", "H", "C", "C", "C", "C", "C", "C", "C", "C", "C", "N", "O", "H", "H", "H", "H", "H", "H", "H", "H", "H", "H", "H", "H", "H", "H", "H", "H", "H", "H", "H", "C", "C", "C", "O", "H", "H", "H", "H", "H", "H", "H", "H", "C", "C", "C", "O", "H", "H", "H", "H", "H", "H", "H", "H", "C", "C", "C", "O", "H", "H", "H", "H", "H", "H", "H", "H"],
  "xyz": [[2.32, 2.97, -3.20], [3.36, 3.77, -3.94], [2.74, 4.42, -5.18], [3.81, 4.88, -2.95], [5.14, 5.52, -3.31], [6.20, 4.46, -3.60], [5.82, 3.38, -4.60], [5.87, 3.94, -6.04], [6.82, 2.24, -4.55], [4.48, 2.87, -4.23], [4.09, 1.84, -5.14], [2.71, 2.41, -2.34], [1.53, 3.58, -2.73], [1.68, 2.31, -3.80], [3.44, 4.75, -5.95], [2.11, 3.71, -5.72], [2.20, 5.33, -4.92], [3.04, 5.65, -2.97], [3.91, 4.51, -1.93], [5.03, 6.20, -4.16], [5.48, 6.16, -2.50], [6.42, 3.98, -2.63], [7.16, 4.96, -3.77], [6.83, 3.77, -6.53], [5.82, 5.03, -6.10], [5.11, 3.51, -6.69], [6.63, 1.51, -5.34], [6.82, 1.66, -3.62], [7.78, 2.75, -4.66], [3.92, 1.11, -4.53], [0.99, -6.95, -0.19], [0.84, -5.85, -1.25], [-0.46, -5.74, -2.06], [0.91, -4.55, -0.43], [1.58, -3.36, -1.14], [2.88, -3.78, -1.83], [2.64, -4.92, -2.87], [1.74, -4.37, -4.02], [4.05, -5.30, -3.30], [2.00, -6.03, -2.16], [1.88, -7.14, -3.02], [0.87, -7.93, -0.68], [1.97, -6.98, 0.29], [0.24, -6.83, 0.59], [-1.38, -5.78, -1.46], [-0.45, -4.83, -2.64], [-0.58, -6.51, -2.83], [-0.08, -4.18, -0.14], [1.49, -4.66, 0.49], [0.93, -2.89, -1.89], [1.78, -2.60, -0.39], [3.55, -4.09, -1.02], [3.39, -2.95, -2.31], [2.44, -4.35, -4.86], [1.32, -3.37, -3.97], [0.99, -5.11, -4.25], [4.09, -5.97, -4.17], [4.55, -5.88, -2.53], [4.68, -4.45, -3.57], [2.43, -7.82, -2.60], [-4.08, 4.14, 1.73], [-3.19, 3.04, 1.06], [-2.01, 3.72, 0.33], [-2.74, 1.98, 2.07], [-3.65, 0.76, 2.40], [-4.42, 0.26, 1.16], [-5.03, 1.39, 0.30], [-5.55, 0.60, -0.93], [-6.22, 2.07, 0.98], [-3.96, 2.35, 0.01], [-4.35, 3.16, -1.09], [-4.89, 4.47, 1.08], [-4.37, 3.84, 2.74], [-3.51, 5.08, 1.82], [-2.31, 4.69, -0.03], [-1.16, 3.70, 1.03], [-1.55, 3.04, -0.40], [-1.69, 1.77, 1.85], [-2.69, 2.41, 3.07], [-3.01, -0.07, 2.72], [-4.31, 0.89, 3.26], [-5.17, -0.51, 1.29], [-3.58, -0.17, 0.59], [-4.69, 0.33, -1.55], [-6.26, 1.20, -1.49], [-6.10, -0.27, -0.58], [-7.11, 1.45, 1.16], [-6.62, 2.81, 0.28], [-5.93, 2.47, 1.94], [-3.92, 2.72, -1.83], [-1.49, -4.37, 4.85], [-2.33, -4.45, 3.54], [-1.83, -3.41, 2.52], [-2.19, -5.88, 3.03], [-3.30, -6.24, 2.06], [-4.69, -5.98, 2.65], [-4.91, -4.56, 3.21], [-5.30, -3.71, 1.94], [-6.15, -4.60, 4.11], [-3.69, -4.17, 3.95], [-3.83, -2.81, 4.36], [-1.62, -3.40, 5.33], [-1.75, -5.21, 5.49], [-0.41, -4.48, 4.68], [-0.83, -3.57, 2.13], [-2.55, -3.47, 1.69], [-2.00, -2.37, 2.81], [-1.22, -5.90, 2.53], [-2.34, -6.54, 3.88], [-3.15, -5.72, 1.11], [-3.25, -7.31, 1.83], [-4.92, -6.72, 3.41], [-5.30, -6.15, 1.76], [-6.14, -4.25, 1.51], [-4.52, -3.71, 1.18], [-5.79, -2.75, 2.14], [-6.90, -5.20, 3.61], [-6.40, -3.57, 4.34], [-5.87, -5.03, 5.08], [-4.35, -2.88, 5.17], [1.74, 4.00, 5.10], [2.30, 4.06, 3.68], [1.73, 5.30, 2.95], [3.83, 4.14, 3.83], [4.60, 3.87, 2.53], [4.12, 2.55, 2.00], [2.61, 2.34, 1.85], [2.12, 3.07, 0.58], [2.37, 0.84, 1.70], [1.92, 2.75, 3.09], [0.53, 2.68, 2.89], [1.97, 4.96, 5.58], [0.65, 3.94, 5.12], [2.10, 3.17, 5.70], [2.03, 5.47, 1.91], [0.65, 5.20, 2.81], [1.97, 6.17, 3.56], [4.03, 5.18, 4.12], [4.18, 3.56, 4.68], [4.45, 4.68, 1.81], [5.66, 3.82, 2.79], [4.71, 1.71, 2.38], [4.49, 2.41, 0.97], [1.06, 3.19, 0.36], [2.58, 2.48, -0.23], [2.57, 4.05, 0.40], [2.82, 0.38, 0.81], [1.31, 0.64, 1.52], [2.83, 0.27, 2.51], [0.19, 2.15, 3.63], [-0.13, -0.35, 6.63], [0.09, 0.24, 5.25], [-0.34, -0.68, 4.11], [-0.78, 1.39, 5.05], [0.09, 0.35, 7.44], [0.45, -1.26, 6.77], [-1.19, -0.61, 6.65], [1.10, 0.53, 4.96], [0.28, -1.58, 4.03], [-0.13, -0.22, 3.14], [-1.41, -0.88, 4.18], [-0.40, 2.14, 5.52], [0.21, 0.71, -1.28], [-0.90, -0.36, -1.36], [-1.04, -1.06, -0.02], [-2.12, 0.13, -1.83], [1.08, 0.40, -0.71], [-0.19, 1.54, -0.68], [0.35, 1.00, -2.32], [-0.53, -1.13, -2.04], [-1.21, -0.38, 0.82], [-0.26, -1.72, 0.36], [-1.85, -1.80, 0.03], [-2.49, 0.75, -1.17], [-1.12, 2.58, -5.11], [-2.42, 2.09, -5.79], [-2.07, 0.74, -6.47], [-3.39, 1.90, -4.77], [-0.24, 2.44, -5.75], [-0.95, 2.21, -4.10], [-1.22, 3.64, -4.87], [-2.88, 2.84, -6.43], [-1.41, 0.85, -7.32], [-2.93, 0.14, -6.77], [-1.60, 0.16, -5.66], [-3.04, 1.24, -4.15]]
}